Formula: C47H66AsF18N7O4P
Source: the Open Molecules 2025 dataset
Level of theory: ωB97M-V with the def2-TZVPD basis set

The geometry in XYZ format:
```
144
Properties=species:S:1:pos:R:3:forces:R:3
C -1.40700 -1.25459 -3.40024 0.8194 0.4655 -0.6442
C -1.29384 -0.68638 -1.98264 -0.3852 -0.8313 -0.0329
C 0.12123 -0.38013 -1.57670 0.7353 0.0368 0.8212
N 0.28977 0.09312 -0.13129 0.1287 0.0776 0.2883
C 1.76711 0.42641 0.04181 0.1154 0.5043 0.5345
C 2.13537 1.11075 1.37906 -1.6148 -0.7704 0.6931
C 1.22411 2.31205 1.64588 0.0699 0.1957 -1.0469
C -0.24785 1.93630 1.46684 0.7747 -0.3759 0.4231
C -0.54331 1.31580 0.12995 -0.1838 0.4389 -0.0256
C -0.10117 -1.00249 0.80167 0.3715 -0.0472 0.5198
H -2.43334 -1.44165 -3.70880 -0.0719 0.0114 0.2194
H -0.84073 -2.18291 -3.50987 -0.1451 -0.1332 0.2896
H -0.95038 -0.60942 -4.15885 -0.1633 0.2366 0.0898
H -1.65311 -1.52603 -1.37943 -0.1200 0.3633 0.4438
H -1.93062 0.18077 -1.81487 -0.0774 -0.0513 -0.2073
H 0.62429 0.40024 -2.14735 -0.2856 -0.0122 -0.3455
H 0.75037 -1.26785 -1.59488 -0.0245 -0.0641 -0.3593
H 2.00677 1.10984 -0.77310 0.0433 -0.0085 -0.0622
H 2.31149 -0.50481 -0.10459 -0.0463 -0.0563 -0.0520
H 3.20717 1.28370 1.44035 -0.0706 0.4060 -0.2674
H 1.88556 0.48527 2.24530 0.4108 -0.6618 -0.2948
H 1.47040 3.06453 0.89376 0.0172 0.4317 0.4321
H 1.30823 2.67053 2.66932 0.5661 0.2462 -0.1700
H -0.86933 2.82154 1.60044 -0.1407 -0.1059 0.0106
H -0.47871 1.21864 2.25937 -0.3894 0.1737 0.0272
H -0.34297 2.03035 -0.67079 0.1039 -0.0992 -0.0993
H -1.60692 1.08182 0.10509 0.1415 -0.4115 -0.2704
H -1.16757 -1.15322 0.68915 0.0854 -0.4097 0.0370
H 0.13464 -0.79187 1.84318 -0.2040 0.5906 -0.1119
H 0.51330 -1.88587 0.64377 -0.3555 -0.1169 -0.6631
As 5.96873 3.27759 1.90900 -0.8221 0.0612 -1.0388
F 5.64169 2.45863 0.37179 0.1388 -0.1476 0.2235
F 4.21638 3.39963 2.09329 0.4868 -0.0525 0.2385
F 6.18812 4.13208 3.40088 0.0226 -0.3863 -0.3205
F 7.66209 3.10501 1.65207 0.1566 0.0772 0.1088
F 5.96166 4.77398 0.98051 0.0187 -0.3102 0.5691
F 5.95795 1.68952 2.67472 -0.1865 0.5983 0.0933
P -1.15606 -4.45692 1.96234 1.3802 -1.0672 1.1908
F 0.12407 -5.29488 1.36415 -0.0140 0.0671 0.1650
F -1.10216 -5.25809 3.37585 0.2734 -0.1682 -0.5708
F -0.05433 -3.39477 2.56554 -0.8516 0.1835 -0.1075
F -2.42980 -3.69469 2.51097 -0.3269 0.8251 0.0992
F -1.22449 -3.58944 0.60954 -0.0734 0.1301 -0.6430
F -2.08079 -5.60672 1.30180 -0.4452 0.0405 0.0025
N 6.38244 -1.20096 1.37564 -0.5202 0.5871 0.7299
C 6.70383 -2.19542 2.25478 0.2735 -0.9865 -1.2178
C 5.55677 -2.91019 2.50873 0.0939 0.3350 1.3541
C 4.46863 -2.15053 2.03182 0.3097 0.4473 -1.5687
C 5.01923 -1.09247 1.31212 -0.3128 -0.9055 -0.1718
H 7.02404 -0.57463 0.92532 0.0243 0.2748 0.2939
H 7.73346 -2.42852 2.47104 -0.0308 0.0189 0.0310
H 5.49329 -3.80960 3.10068 0.0380 0.0590 0.0602
H 3.42641 -2.42753 1.99317 -0.0278 0.0423 0.3067
H 4.53158 -0.39226 0.65548 0.1736 0.2431 0.1206
N -0.69051 -6.15325 -1.24544 -0.3741 -0.9991 -0.8002
C -0.89011 -5.23226 -2.23589 -0.5988 1.0664 1.6713
C -0.71174 -5.80416 -3.44882 0.5348 -1.1793 -0.9232
C -0.37570 -7.17202 -3.20622 -0.5398 -0.0579 0.5308
C -0.47266 -7.36726 -1.84451 1.3463 0.3189 0.0902
H -0.73640 -6.01505 -0.23802 -0.0974 0.1880 -0.4788
H -1.29673 -4.28971 -1.89436 0.3111 0.2055 -0.4317
H -0.76012 -5.40543 -4.44913 -0.1800 0.4451 0.1878
H -0.11834 -7.93965 -3.91795 -0.0709 0.0769 -0.0972
H -0.13635 -8.20575 -1.25400 -0.2779 -0.0787 -0.0073
N 4.68180 -1.58174 -2.82601 -1.2354 -0.3890 -0.4756
C 3.80198 -2.12306 -1.90111 1.2703 0.1712 -0.0695
C 2.74721 -2.64600 -2.58436 -0.9313 0.0457 0.7298
C 2.90291 -2.33527 -3.93862 0.1539 0.3354 -0.9748
C 4.10722 -1.70537 -4.08083 0.6977 0.1786 0.3810
H 5.48370 -1.01623 -2.62529 0.1396 -0.1027 0.1404
H 4.09726 -2.12133 -0.86633 -0.2169 -0.1745 0.1231
H 1.87937 -3.14552 -2.17925 0.1651 -0.1028 0.1953
H 2.17543 -2.44625 -4.72736 0.1008 -0.3582 -0.0118
H 4.66888 -1.42654 -4.95764 -0.1912 0.2596 -0.0116
N 3.79072 0.16890 4.26807 -0.2185 0.1252 -0.0972
C 3.21961 -0.90515 4.87371 0.1130 -0.1715 1.0081
C 2.52183 -0.45713 6.00133 0.2557 -0.7073 -2.0660
C 2.63987 0.93752 5.95790 -0.5918 1.6574 1.1573
C 3.42537 1.32364 4.90732 0.3688 -0.9324 -0.6770
H 4.29556 0.18852 3.39509 0.2327 -0.3398 0.1401
H 3.45632 -1.91806 4.59438 -0.1432 0.0672 -0.2830
H 1.83456 -1.09122 6.53386 0.1987 0.1281 0.4898
H 2.19681 1.63783 6.65634 -0.0008 -0.1063 -0.0417
H 3.79701 2.22700 4.45757 -0.2112 0.4149 0.4349
N -3.08822 2.53245 4.41983 0.2633 1.7494 -0.4879
C -3.01852 3.82365 3.92925 -0.6293 -0.0636 0.0408
C -1.72721 4.26448 4.02812 0.2988 0.1199 -0.5730
C -0.92726 3.18710 4.49428 -1.2687 -0.5078 0.3500
C -1.83511 2.18482 4.77669 1.1753 -1.5227 0.1157
H -3.88235 1.93746 4.29777 -0.0098 -0.1897 0.1800
H -3.90442 4.29342 3.52996 0.0725 0.1191 0.1473
H -1.36403 5.23860 3.74118 -0.0947 0.0056 -0.0882
H 0.14266 3.07261 4.50428 0.0284 0.2431 0.4515
H -1.67152 1.18115 5.14898 0.2037 0.1310 -0.0659
N 1.43742 -2.53306 -7.40458 -0.4319 -0.4713 -0.7814
C 2.35173 -1.53128 -7.30224 -0.0551 0.0519 0.2631
C 1.64391 -0.36152 -7.14962 0.5626 0.2784 0.5350
C 0.28248 -0.67208 -7.20029 -1.2545 -0.9646 0.1563
C 0.16050 -2.03668 -7.41988 0.7042 0.4682 0.8465
H 1.61962 -3.51130 -7.54277 0.3166 0.0688 -0.0370
H 3.40321 -1.75795 -7.26443 0.0150 0.1188 -0.0397
H 2.01582 0.59508 -6.81765 0.2815 -0.0048 -0.3738
H -0.54546 -0.05010 -6.89595 0.0533 0.2277 -0.4220
H -0.65999 -2.73312 -7.39879 -0.1913 0.2261 -0.1372
C 1.65277 3.09421 -2.85394 -0.9958 0.1647 0.1177
C 2.84431 3.30513 -2.19353 0.9096 0.2177 0.3800
C 2.95800 4.20899 -1.13373 -0.4939 -0.3604 0.3075
C 1.83505 4.92007 -0.75520 0.2817 1.1631 -1.4737
C 0.67026 4.82759 -1.52726 -0.1613 -0.6360 1.7442
C 0.50244 3.81320 -2.45525 0.7470 0.7376 -0.4006
H 1.61925 2.39526 -3.68034 -0.1071 -0.0769 0.0249
H 3.76092 2.80854 -2.49171 -0.1736 -0.2309 -0.1411
H 3.86284 4.33175 -0.55525 0.2528 -0.1256 -0.2185
H 1.94470 5.76852 -0.09000 -0.1177 -0.3453 0.4544
H -0.15159 5.43877 -1.16872 -0.2203 -0.0231 -0.4820
H -0.47924 3.76483 -2.90918 0.1577 -0.4963 -0.3384
C -6.66772 4.13145 0.83587 0.6609 0.1843 -0.0513
C -5.35580 3.91063 0.10371 -0.2960 0.7978 0.7781
O -5.51934 2.86390 -0.85176 -0.5381 -0.8152 -0.1814
C -4.45323 2.24644 -1.30734 0.8043 0.6349 0.0710
O -3.32407 2.57227 -1.06563 0.1964 -0.3561 -0.1326
C -4.76268 1.02717 -2.22565 -0.5669 0.6497 1.0664
F -6.04484 1.06701 -2.60075 0.0580 -0.3185 -0.3037
F -3.98023 1.00332 -3.28307 0.1503 0.1122 -0.4293
F -4.54823 -0.08739 -1.52105 -0.1433 -0.1655 -0.0581
H -6.86348 3.30665 1.51659 -0.1187 -0.0533 -0.1096
H -7.51013 4.31311 0.17236 -0.0049 0.0806 0.0326
H -6.43146 5.01272 1.43833 -0.5595 0.0795 0.0898
H -4.61902 3.72564 0.88775 0.3141 -0.6442 -0.4918
H -5.04028 4.82934 -0.39369 -0.0203 -0.1580 -0.3121
C -8.57457 -0.67065 0.85247 0.2679 -0.7388 -1.3245
C -7.79277 -0.05439 1.97950 -1.4583 0.9804 0.0821
O -6.50826 -0.62755 2.15713 0.1106 -0.7165 -0.0649
C -5.44981 0.14985 2.14151 -0.6137 0.3101 -0.2959
O -5.47471 1.34257 2.03979 0.4994 0.4225 0.1285
C -4.15233 -0.66559 2.18626 -0.1106 -1.0124 -0.0730
F -3.20592 0.03977 2.79391 0.1689 -0.0744 -0.0485
F -4.32089 -1.83578 2.78979 -0.0283 0.4100 0.3952
F -3.77512 -0.94958 0.93214 0.2062 0.4556 -0.1297
H -9.51762 -0.14426 0.70462 -0.2068 -0.2370 0.5108
H -8.69685 -1.75227 0.94020 -0.4095 0.1254 0.5033
H -8.13748 -0.60932 -0.15217 0.6035 0.4645 0.3187
H -8.36729 -0.16693 2.90164 0.3065 -0.4051 0.1482
H -7.78929 1.02805 1.84031 0.7157 -0.0591 -0.1308
```
Positions in Å, forces in eV/Å.

The total energy comes out at -6889.9298 Ha. The calculation puts the HOMO energy at -5.7 eV. For the frontier orbital gap, the calculation gives 7.27 eV. As for the strongest force on any atom: 2.2 eV/Å. The net charge is -1. The spin multiplicity is 1.

These are the Löwdin partial charges, in e, on atoms 1 to 4:
1. C -0.077
2. C -0.210
3. C -0.101
4. N -0.225